The following is a DFT calculation (ωB97M-V/def2-TZVPD) of a 8-piece molecular cluster, C18H39BCl14O3Si overall in a non-equilibrium geometry.

Results
E = -209310.924 eV
Multiplicity = 1
SMILES = CB(O)[SiH2]CCC(=O)O.ClCCCl.ClCCCl.ClCCCl.ClCCCl.ClCCCl.ClCCCl.ClCCCl

```
76
Properties=species:S:1:pos:R:3:forces:R:3
C 0.543645 -1.573160 2.153825 1.100 0.505 -0.841
B 1.660181 -1.163931 1.068588 -0.643 -1.812 0.562
O 2.405275 -2.208123 0.508750 -0.974 0.440 0.091
Si 1.815052 0.752914 0.623294 0.536 0.460 -0.562
C 3.590475 1.386781 0.348463 0.031 1.181 0.327
C 3.595409 2.917039 -0.061222 -0.752 -0.092 -0.206
C 3.291459 3.136277 -1.562144 -1.157 -0.864 2.505
O 4.172073 3.361912 -2.286427 2.433 0.846 -2.430
O 1.997219 3.114569 -2.022664 -0.101 0.028 0.197
H 0.584086 -0.806362 2.949730 -0.360 -0.611 -0.092
H 0.661452 -2.605998 2.513101 -0.001 0.590 -0.002
H -0.441747 -1.506117 1.641036 0.376 0.089 0.280
H 2.512763 -2.096096 -0.440971 0.566 0.215 -0.008
H 1.076299 0.943234 -0.651885 -0.080 0.188 0.051
H 1.171517 1.568560 1.681291 0.041 0.099 -0.077
H 4.185547 0.808741 -0.382489 -0.294 0.156 0.387
H 4.109822 1.355049 1.333404 -0.230 -0.224 -0.628
H 2.841682 3.501848 0.506767 0.402 -0.477 -0.044
H 4.589150 3.366376 0.123063 -0.505 -0.285 -0.182
H 1.674448 2.208614 -2.101093 -0.127 -0.020 0.268
Cl 0.162481 -1.289445 -1.991926 0.015 -0.029 -0.013
C -0.605180 -2.890160 -1.789940 -0.050 -0.280 -0.035
C -2.089485 -2.842537 -2.046148 0.010 -0.093 -0.134
Cl -2.955080 -1.931538 -0.785485 0.148 0.094 0.150
H -0.384398 -3.246329 -0.786761 -0.040 0.160 -0.072
H -0.127741 -3.562365 -2.502321 -0.056 0.033 -0.036
H -2.498736 -3.852476 -2.042938 0.058 0.032 0.066
H -2.315948 -2.387620 -3.008215 0.002 0.073 0.073
Cl -4.796491 -5.580937 -1.525734 -0.107 0.078 -0.021
C -6.322437 -4.963218 -2.216863 -0.139 0.007 -0.034
C -6.104808 -4.107927 -3.440240 -0.099 0.138 -0.204
Cl -5.321353 -2.553966 -3.052200 -0.062 -0.074 -0.050
H -6.846426 -4.415512 -1.436012 0.096 0.038 -0.013
H -6.919648 -5.835215 -2.482388 0.042 0.007 -0.038
H -7.071413 -3.868711 -3.899823 0.811 0.119 0.386
H -5.491366 -4.618605 -4.181223 0.060 0.009 0.090
Cl 1.290462 -0.795810 6.850384 -0.021 0.027 -0.022
C 0.411410 -2.300031 7.221434 0.004 -0.118 0.113
C 0.339653 -3.225287 6.030710 -0.036 -0.130 0.051
Cl -0.702695 -2.579325 4.740191 -0.229 -0.159 0.451
H -0.580614 -2.032346 7.579082 0.016 0.046 -0.102
H 0.947502 -2.787741 8.035146 0.036 -0.014 -0.064
H -0.085786 -4.182234 6.332089 -0.018 0.055 0.065
H 1.325631 -3.409407 5.607395 -0.022 0.110 -0.015
Cl 6.489934 7.734174 2.638982 0.028 -0.021 0.095
C 6.033502 6.667696 1.288964 0.048 -0.023 -0.179
C 4.539739 6.474685 1.195840 -0.024 0.026 -0.177
Cl 3.897043 5.521476 2.558963 -0.007 0.019 0.050
H 6.552641 5.719875 1.417074 -0.061 0.020 0.089
H 6.401702 7.136920 0.376846 -0.086 0.049 0.016
H 4.294801 5.928263 0.284637 0.076 -0.024 0.022
H 4.014095 7.427009 1.173177 0.052 -0.010 0.101
Cl 5.101087 11.254875 1.751131 -0.016 -0.019 -0.013
C 6.796006 11.797591 1.690070 0.097 0.067 0.045
C 7.358443 11.758142 0.288482 0.043 0.144 0.044
Cl 7.560651 10.092970 -0.312194 -0.023 -0.029 -0.044
H 7.374203 11.175784 2.370895 -0.058 -0.084 -0.082
H 6.813774 12.820701 2.064441 -0.012 0.004 -0.083
H 8.345286 12.219735 0.273912 -0.008 -0.044 0.071
H 6.721756 12.293955 -0.412411 -0.054 -0.093 0.034
Cl -8.899169 -4.789702 -4.424941 -0.800 -0.238 -0.233
C -10.430746 -4.174418 -5.100871 -0.297 -0.092 -0.094
C -10.205949 -3.318135 -6.322997 -0.053 -0.014 -0.082
Cl -9.409305 -1.776750 -5.922991 0.056 -0.027 0.015
H -10.949107 -3.626062 -4.317323 0.129 0.037 0.006
H -11.033554 -5.043013 -5.364220 0.058 0.009 -0.052
H -11.163304 -3.071234 -6.780480 -0.017 -0.019 0.086
H -9.596250 -3.831172 -7.063993 0.047 0.018 0.079
Cl 0.232297 -4.865295 1.047304 0.076 -0.126 0.081
C -0.696845 -6.348674 1.367027 -0.098 -0.084 0.066
C -0.771567 -7.248197 0.157178 0.061 -0.157 0.071
Cl -1.773086 -6.556404 -1.147429 0.178 -0.012 0.037
H -1.687818 -6.059668 1.712041 0.019 0.049 -0.091
H -0.190568 -6.868778 2.179696 0.031 -0.029 -0.070
H -1.229751 -8.197690 0.432336 -0.042 0.059 0.027
H 0.216719 -7.452040 -0.249770 -0.025 0.103 -0.019
```
Positions in Å, forces in eV/Å.


The following is a DFT calculation (ωB97M-V/def2-TZVPD) of a 3-piece molecular cluster, C18H39N4O4S overall in a non-equilibrium geometry.

Results
E = -44270.575 eV
Total charge = +1
Multiplicity = 3
⟨S²⟩ = 2.008

```
66
Properties=species:S:1:pos:R:3:forces:R:3
N -3.617538 0.033740 1.577296 -0.025 0.655 0.095
S -2.853533 -1.238568 2.150282 -0.435 -0.873 0.188
O -1.822966 -0.810702 3.245085 0.592 0.543 -0.996
N -2.265021 -1.405260 4.679565 -0.862 -0.865 0.551
O -1.704412 -0.868784 5.464377 0.570 0.378 0.666
H -3.057462 0.861682 1.376746 0.008 -0.037 -0.466
H -4.465175 0.232632 2.093800 -0.147 0.042 -0.147
H -2.028230 -1.493027 1.129553 0.371 0.287 -0.206
C 2.983613 -1.668552 4.185633 0.152 0.048 -0.051
C 2.382985 -1.248772 2.818812 0.151 -0.149 1.102
C 1.664550 -2.432427 2.166700 -0.069 -0.183 -0.356
C 2.606685 -3.494549 1.605198 0.046 0.092 -0.002
C 3.624688 -2.857680 0.659806 -0.404 -0.085 -0.034
C 4.396612 -1.705831 1.300944 0.915 -0.264 0.459
N 3.440912 -0.719702 1.906144 -0.965 -0.484 -1.181
O 2.931087 0.050565 1.007179 0.273 0.274 0.266
C 5.374279 -2.258913 2.349783 -0.130 0.014 0.163
C 5.240647 -0.996814 0.255537 -0.085 0.194 -0.218
C 1.374425 -0.147242 3.095267 -0.136 0.310 -0.207
H 2.414576 -1.231369 5.004847 -0.107 -0.022 -0.024
H 2.985216 -2.748716 4.330785 0.060 -0.014 -0.046
H 4.002934 -1.312051 4.301992 0.004 0.037 0.000
H 1.039549 -2.055302 1.346835 0.075 0.083 -0.009
H 0.989483 -2.877054 2.904775 0.007 0.031 0.053
H 3.111476 -4.025952 2.415241 0.023 0.032 0.019
H 2.028381 -4.245931 1.065352 -0.006 -0.028 0.007
H 4.339658 -3.606060 0.315945 0.060 0.003 -0.002
H 3.103846 -2.489021 -0.229268 0.002 0.089 0.027
H 5.858940 -1.447065 2.891061 0.029 0.037 -0.001
H 6.149830 -2.832905 1.845425 0.000 0.010 -0.078
H 4.911404 -2.922851 3.075976 -0.014 0.009 -0.011
H 4.647132 -0.663422 -0.591570 -0.041 0.051 0.034
H 5.996116 -1.689291 -0.112072 0.040 -0.044 0.021
H 5.746068 -0.131148 0.683163 -0.002 0.011 0.016
H 1.856846 0.737447 3.510109 0.055 0.012 -0.013
H 0.653701 -0.510177 3.825878 0.035 -0.081 0.083
H 0.832169 0.149966 2.198656 0.080 0.028 -0.020
C -4.072223 3.466944 -2.707083 -0.075 -0.193 0.035
C -2.685173 3.062912 -2.144708 -0.948 0.560 -0.101
C -1.576576 3.385972 -3.148167 0.338 -0.218 -0.155
C -1.540840 2.451169 -4.352602 -0.085 -0.013 0.058
C -1.477428 0.995546 -3.900782 0.314 0.293 0.008
C -2.602951 0.623188 -2.937746 -0.917 -0.401 -0.473
N -2.657802 1.599196 -1.796583 1.680 0.233 -0.403
O -1.744547 1.344899 -0.917976 -0.637 -0.277 0.504
C -3.937240 0.574038 -3.698709 -0.070 0.179 0.049
C -2.373717 -0.773013 -2.391123 0.274 -0.233 0.395
C -2.457930 3.882888 -0.884473 0.216 -0.118 0.271
H -4.445083 4.352624 -2.197153 0.094 0.088 -0.011
H -4.042060 3.694883 -3.771723 0.007 -0.063 -0.023
H -4.816971 2.690306 -2.550818 0.000 -0.001 0.032
H -0.611027 3.334992 -2.635974 -0.029 -0.051 0.067
H -1.702815 4.419187 -3.474353 -0.048 0.046 0.039
H -2.409117 2.616628 -4.995242 -0.018 -0.012 0.015
H -0.666625 2.679440 -4.962122 0.010 0.019 -0.023
H -1.525809 0.329226 -4.763451 -0.045 -0.060 0.009
H -0.514022 0.812329 -3.415351 -0.031 0.014 0.084
H -4.770684 0.409635 -3.015307 -0.020 -0.024 0.026
H -3.914559 -0.256104 -4.402863 0.065 -0.045 0.011
H -4.143500 1.471624 -4.273807 0.013 0.009 0.009
H -1.393135 -0.878627 -1.928828 -0.016 0.090 0.038
H -2.426255 -1.493204 -3.204943 -0.069 0.015 -0.083
H -3.139347 -1.038576 -1.656052 -0.028 0.031 -0.036
H -3.198224 3.641740 -0.118823 -0.048 0.017 -0.007
H -2.562657 4.936211 -1.136943 -0.040 0.036 -0.027
H -1.465154 3.733053 -0.467133 -0.012 -0.062 0.005
```
Positions in Å, forces in eV/Å.